1.
DFT (ωB97M-V/def2-TZVPD) results for a 2-piece molecular cluster, C8H19N6P overall.

Computed properties:
multiplicity = 1
energy relative to the best compared isomer or geometry (same formula, charge and spin) = 422.2 kJ/mol
net charge = +2
total energy = -26815.259 eV
frontier orbital gap (alpha / beta) = 8.032 / 8.032 eV
maximum force = 4.2 eV/Å
LUMO level (alpha / beta) = -7.77 / -7.77 eV

Cartesian coordinates (Å):
C: -0.47 -1.49 -0.26
C: 1.14 -0.78 -1.82
C: -1.71 2.36 -0.63
C: -1.17 3.06 0.54
C: 2.26 3.02 2.09
C: -2.29 -2.35 1.13
C: -1.48 -3.68 -0.69
C: 2.14 1.56 2.28
N: -0.51 -0.40 0.48
N: 1.31 0.38 -1.24
N: -0.31 2.20 -0.27
N: 0.38 -1.75 -1.36
N: -1.34 -2.44 0.02
N: 1.87 -1.14 -2.91
P: 0.44 0.88 0.31
H: -2.21 1.49 -0.67
H: -1.84 2.90 -1.61
H: -0.88 4.13 0.42
H: -1.43 2.71 1.55
H: 1.30 3.38 1.67
H: 2.34 3.56 3.07
H: 3.10 3.27 1.53
H: -2.17 -1.32 1.62
H: -3.14 -2.71 0.60
H: -1.84 -2.89 1.97
H: -2.35 -4.21 -0.36
H: -1.77 -3.45 -1.81
H: -0.61 -4.35 -0.63
H: 1.67 1.01 3.25
H: 3.06 1.07 1.82
H: 2.16 0.98 -1.47
H: 0.23 -2.67 -1.82
H: 2.39 -0.40 -3.33
H: 1.71 -1.92 -3.45


2.
DFT (ωB97M-V/def2-TZVPD) results for a 2-piece molecular cluster, C9H19O2P overall.

Computed properties:
multiplicity = 1
energy relative to the best compared isomer or geometry (same formula, charge and spin) = 317.8 kJ/mol
total energy = -23020.756 eV
frontier orbital gap (alpha / beta) = 6.867 / 8.226 eV
maximum force = 5.4 eV/Å
LUMO level (alpha / beta) = -0.86 / 0.15 eV

Cartesian coordinates (Å):
C: -1.96 -2.31 -0.14
C: -2.83 -0.24 1.19
C: 1.07 -1.48 -3.40
C: 1.20 2.07 3.20
C: -3.20 -1.62 0.45
C: 1.17 -0.03 -3.10
C: 0.65 0.91 2.35
C: 1.79 0.34 -1.77
C: 1.47 0.88 1.05
O: -1.65 -3.44 -0.24
O: -0.29 1.72 -0.78
P: 0.45 0.57 -0.39
H: -1.91 -0.49 1.80
H: -3.71 -0.11 1.84
H: -2.72 0.47 0.31
H: 2.09 -2.12 -3.63
H: 0.49 -1.87 -2.54
H: 0.39 -1.63 -4.31
H: 0.42 2.89 3.35
H: 1.33 1.75 4.25
H: 2.02 2.66 2.67
H: -4.03 -1.62 -0.19
H: -3.60 -2.26 1.28
H: 0.18 0.52 -3.16
H: 1.86 0.44 -3.83
H: -0.33 1.19 2.13
H: 0.72 -0.11 2.87
H: 2.62 -0.25 -1.54
H: 2.02 1.41 -1.75
H: 2.06 1.70 0.90
H: 2.23 0.06 1.13


3.
DFT (ωB97M-V/def2-TZVPD) results for C4H7NO3 as an isolated structure.

Computed properties:
multiplicity = 1
energy relative to the best compared isomer or geometry (same formula, charge and spin) = 565.5 kJ/mol
net charge = -2
total energy = -11887.083 eV
frontier orbital gap = 6.026 eV
maximum force = 1.7 eV/Å
LUMO level = 6.78 eV

Cartesian coordinates (Å):
O: 2.28 -1.18 0.13
C: 1.71 -0.22 -0.43
O: 1.96 0.29 -1.54
C: 0.40 0.35 0.34
C: -0.82 -0.39 -0.22
C: -2.23 -0.07 0.27
O: -3.31 -0.62 -0.38
N: 0.33 1.73 1.68
H: 0.48 1.40 0.06
H: -0.54 -0.30 -1.29
H: -0.70 -1.47 -0.01
H: -2.21 1.05 0.22
H: -2.24 -0.31 1.35
H: 0.64 0.26 1.44
H: 1.31 2.04 1.64


4.
DFT (ωB97M-V/def2-TZVPD) results for a 2-piece molecular cluster, H7N3 overall.

Computed properties:
multiplicity = 1
energy relative to the best compared isomer or geometry (same formula, charge and spin) = 1.5 kJ/mol
total energy = -4582.674 eV
frontier orbital gap = 9.824 eV
maximum force = 2.8 eV/Å
SMILES = NN.N
LUMO level = 0.95 eV

Cartesian coordinates (Å):
N: 0.82 0.57 -0.12
N: 1.90 -0.36 0.01
H: -0.06 0.25 0.28
H: 1.15 1.48 0.25
H: 1.79 -1.09 -0.74
H: 1.85 -0.76 0.93
N: -2.26 -0.14 -0.03
H: -2.86 0.16 -0.77
H: -2.67 -1.04 0.33
H: -2.49 0.56 0.74


5.
DFT (ωB97M-V/def2-TZVPD) results for C40H39N4PRu as an isolated structure.

Computed properties:
multiplicity = 2
<S²> = 0.76
net charge = +1
total energy = -59936.508 eV
frontier orbital gap (alpha / beta) = 7.216 / 6.664 eV
maximum force = 5.0 eV/Å
LUMO level (alpha / beta) = -3.10 / -3.58 eV

Cartesian coordinates (Å):
Ru: 0.00 0.00 0.00
N: -1.96 0.17 0.68
C: -2.94 -0.35 -0.19
C: -4.28 -0.28 0.22
C: -5.30 -0.79 -0.57
C: -5.00 -1.39 -1.79
C: -3.67 -1.47 -2.21
C: -2.61 -0.95 -1.44
P: -0.85 -1.08 -2.03
C: -0.44 0.62 -2.59
C: -1.36 1.68 -2.63
C: -0.97 2.95 -3.07
C: 0.34 3.18 -3.49
C: 1.26 2.14 -3.47
C: 0.87 0.87 -3.02
C: -0.95 -2.00 -3.61
C: -0.69 -3.38 -3.59
C: -0.75 -4.14 -4.76
C: -1.06 -3.53 -5.97
C: -1.32 -2.17 -6.01
C: -1.26 -1.40 -4.84
H: -2.15 1.11 0.98
H: -2.03 -0.22 1.61
H: -4.54 0.17 1.18
H: -6.34 -0.73 -0.24
H: -5.79 -1.80 -2.41
H: -3.49 -1.96 -3.17
H: -2.39 1.55 -2.31
H: -1.70 3.76 -3.09
H: 0.64 4.16 -3.84
H: 2.28 2.30 -3.79
H: 1.62 0.07 -3.01
H: -0.44 -3.88 -2.65
H: -0.54 -5.21 -4.72
H: -1.11 -4.12 -6.88
H: -1.57 -1.69 -6.96
H: -1.48 -0.34 -4.91
C: 0.28 -1.20 6.89
C: 1.54 -0.54 6.40
C: 2.58 -0.28 7.30
C: 3.76 0.33 6.88
C: 3.91 0.69 5.55
C: 2.89 0.44 4.63
C: 1.69 -0.18 5.04
N: 0.63 -0.45 4.12
C: 0.62 -0.04 2.79
N: 0.60 1.34 2.74
C: 0.52 2.32 1.72
C: 0.32 2.03 0.37
C: 0.27 3.00 -0.62
C: 0.44 4.34 -0.28
C: 0.66 4.67 1.05
C: 0.71 3.68 2.06
C: 0.98 4.13 3.47
N: 0.56 -0.87 1.79
C: 0.58 -2.26 2.00
C: 1.79 -2.91 2.29
C: 1.83 -4.28 2.51
C: 0.65 -5.03 2.43
C: -0.56 -4.40 2.12
C: -0.60 -3.01 1.90
C: -1.90 -2.35 1.55
H: 0.28 -1.30 7.98
H: 0.19 -2.20 6.47
H: -0.60 -0.61 6.62
H: 2.47 -0.56 8.35
H: 4.55 0.53 7.59
H: 4.83 1.16 5.21
H: 3.05 0.71 3.59
H: 0.39 -1.43 4.22
H: 0.53 1.73 3.67
H: 0.10 2.71 -1.66
H: 0.40 5.11 -1.04
H: 0.80 5.72 1.31
H: 1.17 5.20 3.53
H: 1.87 3.62 3.87
H: 0.12 3.91 4.11
H: 2.71 -2.33 2.34
H: 2.77 -4.77 2.73
H: 0.68 -6.10 2.60
H: -1.46 -5.00 2.05
H: -2.71 -3.08 1.46
H: -1.82 -1.82 0.60
H: -2.19 -1.64 2.34
H: 1.71 -0.16 -0.61


> What is the multiplicity in the fourth record?

1


> Which of these has the lowest maximum force?

C4H7NO3


> What is the formula in the second record?

C9H19O2P


> maximum force of number 3 (C4H7NO3)?

1.7 eV/Å